C27H48FN4O4Si | ωB97M-V/def2-TZVPD

- HOMO-LUMO gap: 6.83 eV
- Energy: -1966.62005 Eh
- Charge: +1

Cartesian coordinates (Å):
C: -4.15 -1.42 3.62
O: -5.25 -1.98 2.90
C: -4.87 -2.41 1.59
C: -4.35 -3.91 1.63
C: -2.77 -3.89 1.58
C: -2.20 -4.00 0.10
C: -0.82 -3.20 0.08
C: 0.15 -3.76 1.22
C: 1.68 -3.56 0.88
C: 2.11 -2.03 0.94
C: 2.41 -1.41 -0.49
C: 1.26 -0.42 -0.91
C: 1.63 1.11 -0.67
C: 0.30 1.93 -0.83
N: -0.11 2.22 -2.25
C: -1.51 2.41 -2.20
N: -2.24 1.81 -3.17
N: -2.05 3.23 -1.20
C: -2.92 2.52 -0.27
C: -2.74 2.52 1.20
C: -3.73 1.79 1.96
N: -4.81 1.11 1.55
C: -5.00 1.07 0.21
C: -4.10 1.76 -0.68
C: -1.03 4.07 -0.54
C: 0.24 3.27 -0.02
Si: 1.79 4.41 -0.13
C: 2.92 4.07 -1.63
C: 1.35 6.28 -0.22
C: 2.71 4.21 1.55
H: -3.36 -0.98 2.95
H: -4.57 -0.56 4.22
H: -3.68 -2.13 4.35
H: -4.11 -1.76 1.09
H: -5.80 -2.37 0.95
H: -4.82 -4.49 0.79
H: -4.69 -4.34 2.60
H: -2.32 -4.70 2.22
H: -2.43 -2.90 2.00
H: -2.00 -5.07 -0.17
H: -2.89 -3.50 -0.62
H: -1.10 -2.16 0.41
H: -0.34 -3.23 -0.93
H: -0.07 -4.86 1.27
H: -0.10 -3.26 2.19
H: 2.24 -4.08 1.70
H: 1.99 -4.06 -0.07
H: 1.30 -1.47 1.48
H: 3.07 -2.00 1.52
H: 3.42 -0.93 -0.55
H: 2.40 -2.26 -1.21
H: 0.30 -0.69 -0.39
H: 1.04 -0.50 -2.01
H: 2.41 1.37 -1.42
H: 1.98 1.22 0.40
H: -0.52 1.28 -0.41
H: 0.04 1.37 -2.81
H: -2.64 2.41 -3.89
H: -2.43 0.81 -3.17
H: -1.89 3.07 1.67
H: -3.55 1.79 3.07
H: -5.89 0.54 -0.21
H: -4.32 1.70 -1.78
H: -1.46 4.74 0.26
H: -0.66 4.77 -1.34
H: 0.13 2.97 1.06
H: 2.33 3.88 -2.57
H: 3.50 5.01 -1.82
H: 3.62 3.24 -1.39
H: 1.97 6.82 0.54
H: 1.60 6.71 -1.22
H: 0.26 6.48 -0.02
H: 1.94 4.50 2.33
H: 3.55 4.95 1.63
H: 3.01 3.16 1.75
C: 6.87 -2.61 -1.72
C: 5.85 -2.24 -2.76
O: 4.94 -3.32 -2.70
C: 4.99 -3.78 -1.42
O: 4.17 -4.50 -0.94
O: 6.08 -3.32 -0.76
F: 6.40 -2.20 -3.99
H: 7.65 -3.27 -2.11
H: 7.35 -1.74 -1.27
H: 5.33 -1.30 -2.56